Entry 1:
Below is one molecule with the formula C4H8N2S in a non-equilibrium geometry, with properties calculated with the ωB97M-V functional and the def2-TZVPD basis.

```
15
Properties=species:S:1:pos:R:3:lowdin_charge:R:1
H 1.47578 1.46614 -0.80999 0.0309
N 0.70523 2.07617 -1.07826 0.1235
C -0.37071 1.58086 -0.61524 -0.2585
N -0.57428 0.43073 0.11729 -0.1594
C -1.82492 0.03014 0.32604 -0.6706
S -2.40801 -1.38673 0.95107 0.6315
C 0.50105 -0.36723 0.73512 -0.2265
C 1.15899 -1.34896 -0.23724 -0.0702
H -1.29900 2.12953 -0.79227 0.1208
H -2.53431 0.78482 0.01191 0.0582
H 1.15848 0.39655 1.17720 0.1263
H 0.06815 -0.93261 1.55213 0.0699
H 1.90258 -1.91121 0.34294 0.0815
H 1.61420 -0.86661 -1.11752 0.0755
H 0.42675 -2.08159 -0.56318 0.0670
```

F_max: 2.0 eV Å⁻¹
Structure (SMILES): [H]/N=C\N(C=S)CC

***

Entry 2:
Below is C29H18Cl3F12N4O2SZr as an isolated structure in a non-equilibrium geometry, with properties calculated with the ωB97M-V functional and the def2-TZVPD basis.

```
70
Properties=species:S:1:pos:R:3:lowdin_charge:R:1
Zr 0.11009 1.23575 -0.44228 1.8643
C -5.17174 0.16013 3.11387 -0.0329
C -3.95886 -0.10702 2.24434 -0.2204
C -2.80927 -0.80689 2.71203 0.0014
C -1.74324 -0.99683 1.85481 -0.0439
C -1.68805 -0.44417 0.58058 -0.2734
N -0.47626 -0.63924 -0.18898 -0.1516
C -0.09072 -1.87310 -0.75465 -0.1942
C -0.88290 -3.01249 -0.43328 0.0139
C -0.57053 -4.25655 -0.96223 -0.0129
C 0.47898 -4.39434 -1.86961 -0.2575
C 0.83925 -5.77479 -2.40427 -0.0433
C 1.10142 -3.26248 -2.29986 0.0193
C 0.88058 -1.97628 -1.74320 -0.0831
C 1.83072 -0.85991 -2.13281 -0.2445
O 1.52334 0.38844 -1.52961 -0.2957
C 1.88153 -0.62456 -3.67088 -0.5240
F 2.49317 0.53290 -4.05107 0.1430
F 0.58743 -0.53811 -4.02502 0.1591
F 2.42617 -1.58322 -4.42228 0.1667
C 3.27643 -1.35908 -1.65194 -0.5044
F 3.79830 -2.24161 -2.52099 0.1660
F 4.09304 -0.28779 -1.57288 0.1465
F 3.19199 -1.91539 -0.42326 0.1614
C -2.86645 0.22669 0.05174 -0.0369
C -3.95531 0.32396 0.92487 0.0207
C -2.84746 0.91194 -1.32328 -0.2567
O -1.62167 1.61082 -1.39803 -0.2924
C -3.04723 -0.01638 -2.58492 -0.5515
F -4.13588 -0.72141 -2.56062 0.2140
F -2.05449 -0.90955 -2.62732 0.1727
F -3.03488 0.68886 -3.74980 0.1587
C -3.89416 2.07721 -1.38328 -0.5604
F -3.67248 2.78511 -2.47783 0.1858
F -5.11958 1.50115 -1.39504 0.1505
F -3.83980 2.96865 -0.37925 0.1605
H -4.99440 1.06082 3.69216 0.0411
H -6.10698 0.26110 2.49965 0.1076
H -5.34047 -0.57904 3.88575 0.0792
H -2.69909 -1.23968 3.70267 0.1218
H -0.87202 -1.53169 2.12025 0.1150
H -1.72452 -2.91432 0.24271 0.1102
H -1.09346 -5.05450 -0.52405 0.1028
H 1.82935 -6.11700 -2.00467 0.0937
H 0.07262 -6.52005 -2.11530 0.0760
H 0.82395 -5.81432 -3.55105 0.1068
H 1.76268 -3.31863 -3.18235 0.1359
H -4.82268 0.82510 0.61594 0.1009
N 1.59464 3.19595 -1.41408 0.0374
C 2.60407 2.86481 -0.48135 -0.7410
N 2.27173 2.17121 0.57035 0.0124
C 3.40625 1.91735 1.31104 -0.3170
C 3.23204 1.25851 2.59181 0.0176
C 4.39194 1.03985 3.30796 -0.0725
C 5.62404 1.47341 2.80995 -0.0869
C 5.75408 2.22725 1.67328 -0.0550
C 4.59114 2.45392 0.87497 -0.4210
S 4.24657 3.25878 -0.63504 1.1755
H 1.97501 2.89450 -2.34512 0.1316
H 1.37194 4.14945 -1.44063 0.0907
H 2.29530 0.92553 2.97627 0.0982
H 4.35629 0.42185 4.18175 0.1056
H 6.53830 1.17707 3.41982 0.1408
H 6.79337 2.49198 1.40951 0.1260
Cl -3.31668 3.40196 4.16219 0.6634
C -1.56826 3.50311 3.89484 -1.6415
Cl -0.73118 2.61514 5.16686 0.6469
Cl -1.06125 5.15568 3.95189 0.6885
C -1.29297 2.99304 2.55662 -0.3114
N -0.94281 2.54143 1.57160 0.1959
```

Total charge: +1
F_max: 4.1 eV Å⁻¹

***

Entry 3:
Below is a 15-piece molecular cluster, H30O15 overall in a non-equilibrium geometry, with properties calculated with the ωB97M-V functional and the def2-TZVPD basis.

```
45
Properties=species:S:1:pos:R:3:lowdin_charge:R:1
O 2.65262 3.11262 0.00355 -0.0599
H 2.90372 3.79532 0.64263 0.0432
H 2.67931 2.38819 0.64950 0.0396
O 2.40815 -0.46955 3.58026 -0.1159
H 1.69317 -0.63025 4.20660 0.0106
H 1.92313 -0.29572 2.71366 -0.0317
O -3.23814 1.63644 -3.07551 -0.0527
H -2.32932 1.37563 -2.84869 0.0142
H -3.36647 2.37403 -2.45065 0.0498
O -0.38285 -2.43847 1.87947 -0.0380
H -0.86740 -2.86626 2.58740 0.0607
H 0.41023 -2.89856 1.58852 0.0247
O -0.35270 -4.27187 -1.53058 -0.0546
H -0.73731 -3.70586 -2.20069 0.0354
H 0.58993 -4.40183 -1.61229 -0.0069
O -2.78788 -0.86081 -1.28182 -0.0489
H -3.13014 -0.71908 -2.17060 0.0285
H -2.46474 -0.00552 -0.98641 -0.0021
O 2.48961 -3.10209 0.92367 -0.0193
H 3.34446 -2.65361 0.92112 0.0797
H 2.34350 -3.40956 0.02136 0.0201
O 1.95794 -1.10113 -1.22290 -0.0669
H 1.56246 -1.79401 -0.67900 0.0200
H 1.28475 -0.44684 -1.47102 0.0393
O -2.60551 1.55633 1.40795 -0.0417
H -3.16637 2.23163 1.78428 0.0616
H -2.86728 0.68752 1.09738 0.0605
O -2.45566 3.77430 0.32378 -0.0952
H -1.75480 4.40175 0.12748 0.0236
H -2.03884 2.91531 0.64361 0.0199
O 2.19613 -3.22133 -2.61941 -0.0793
H 2.33428 -2.23112 -2.64288 0.0558
H 2.71598 -3.42069 -1.83766 0.0077
O -0.49677 3.69819 -2.38438 -0.0398
H 0.03511 4.48475 -2.51793 0.0591
H -0.95693 3.70350 -1.54233 0.0077
O 0.23232 1.28160 -1.38866 -0.0629
H -0.21423 1.68946 -2.15341 0.0216
H 1.10073 1.70423 -1.43994 0.0363
O 1.22545 -0.26804 1.31059 -0.0645
H 1.83035 -0.76886 0.76613 0.0063
H 0.37710 -0.76434 1.49486 0.0590
O -1.70687 0.08591 3.91847 -0.0615
H -1.48205 -0.75285 3.47663 0.0160
H -0.88818 0.60156 3.98789 0.0408
```

F_max: 2.1 eV Å⁻¹

***

Entry 4:
Below is an isolated ion of composition C8H13BF3N2O3S2 and charge -1 in a non-equilibrium geometry, with properties calculated with the ωB97M-V functional and the def2-TZVPD basis.

```
32
Properties=species:S:1:pos:R:3:lowdin_charge:R:1
C 0.06361 2.41105 0.12901 -0.0406
C -0.10249 1.42588 -0.99841 -0.4237
C 0.57050 1.83518 -2.29285 -0.0445
N -0.77552 0.35704 -0.96182 0.1728
B -0.73247 -0.63312 0.21989 -0.7819
C 0.66702 -0.72794 0.99484 -0.1405
C 1.81815 -1.18039 0.08261 -0.1738
C 2.80942 -2.12030 0.79303 -0.2495
O 4.17281 -1.69157 0.71333 -0.0919
N -1.05993 -2.08698 -0.33806 0.1457
C -1.36686 -2.26600 -1.46590 -0.8455
S -1.75641 -2.65243 -2.95574 0.5865
S -2.19771 -0.24884 1.48774 0.7914
O -1.74786 0.37219 2.72305 -0.3465
O -3.01123 -1.42757 1.71720 -0.3425
C -3.43061 0.92962 0.70369 -0.6636
F -3.05680 2.21706 0.78547 0.1101
F -3.67290 0.61449 -0.57200 0.1267
F -4.58579 0.80664 1.38203 0.1057
H -0.59195 3.26700 -0.02132 0.0819
H -0.12271 1.98194 1.10939 0.0605
H 1.08550 2.79913 0.13522 0.0789
H -0.00831 1.40022 -3.10253 0.0748
H 0.52678 2.91766 -2.42971 0.0653
H 1.60048 1.49193 -2.30928 0.0719
H 0.54474 -1.49315 1.76445 0.1001
H 0.94883 0.17618 1.53212 0.0933
H 2.40244 -0.31855 -0.24305 0.1023
H 1.42382 -1.73037 -0.76746 0.1022
H 2.57221 -2.19233 1.85135 0.1051
H 2.74442 -3.12638 0.37460 0.1082
H 4.26882 -1.10729 -0.04091 0.0612
```

Total charge: -1
F_max: 1.9 eV Å⁻¹

***

Entry 5:
Below is a 2-piece molecular cluster, C22H23N7O5S2 overall in a non-equilibrium geometry, with properties calculated with the ωB97M-V functional and the def2-TZVPD basis.

```
59
Properties=species:S:1:pos:R:3:lowdin_charge:R:1
C 0.81583 1.11855 -2.26617 -0.0274
C 1.48526 0.75557 -3.56740 -0.1865
C 0.89918 0.71090 -4.82258 -0.3712
C -0.44893 1.06539 -5.25004 -0.4887
O -0.87477 0.57562 -6.28342 0.0188
N -1.18005 2.00793 -4.56737 0.1169
C -2.44154 2.47198 -4.89515 -0.5903
N -2.91144 3.43674 -4.14864 -0.0123
N -4.15914 3.84833 -4.53651 -0.0630
C -4.61471 3.18266 -5.56918 -0.4662
S -3.52668 1.96517 -6.16996 1.0650
S 2.00347 0.10850 -6.05432 1.1463
C 3.27867 -0.06182 -4.86406 -0.4976
N 4.55822 -0.53454 -5.14263 0.0647
C 5.42843 -0.63390 -4.16521 -0.1159
N 5.11746 -0.27030 -2.86522 0.1507
C 3.87854 0.20931 -2.55472 -0.4223
O 3.69037 0.54338 -1.39588 0.0574
C 2.88269 0.31616 -3.60821 -0.1125
H 1.04671 0.36406 -1.50762 0.0896
H -0.27043 1.15483 -2.35825 0.0647
H 1.18031 2.08724 -1.91275 0.1031
H -0.73473 2.45109 -3.77723 0.1321
H -5.58741 3.37463 -6.01041 0.0690
H 6.42289 -1.01038 -4.38864 0.1286
H 5.79547 -0.34176 -2.11860 0.1627
C -3.03336 -0.65603 5.33218 -0.0449
N -1.64475 -0.49585 4.89892 0.0355
C -0.90690 -1.46019 4.33304 -0.4697
O -1.35231 -2.58494 4.12035 0.0420
C 0.51261 -1.06575 3.87808 -0.1944
C 0.66501 -1.25832 2.36088 -0.1045
C -0.33881 -0.47795 1.52831 -0.2285
C -0.09740 0.87643 1.22103 -0.0362
C -1.02025 1.60396 0.44246 -0.0366
C -2.18382 0.96898 -0.04491 -0.3255
O -3.06245 1.64465 -0.83098 0.0438
C -2.42856 -0.38311 0.27072 0.0052
C -1.51144 -1.10281 1.06149 -0.0161
N 1.67563 -1.68712 4.54888 0.1174
C 1.84848 -2.69785 5.40625 -0.5412
C 0.71113 -3.46619 6.04167 0.0057
O 2.99170 -2.99420 5.71699 0.0264
H -3.07455 -0.74826 6.41854 0.0832
H -3.47258 -1.55221 4.88648 0.0875
H -3.62166 0.20778 5.01949 0.0836
H -1.22488 0.41382 5.00519 0.1350
H 0.60326 0.00531 4.05653 0.1341
H 1.66725 -0.94340 2.06551 0.1203
H 0.57906 -2.32068 2.12606 0.1268
H 0.80611 1.35575 1.57309 0.1138
H -0.83174 2.63986 0.20693 0.1085
H -2.86644 2.57957 -0.90981 0.0996
H -3.32564 -0.85765 -0.09826 0.1119
H -1.70707 -2.13876 1.31023 0.1142
H 2.56653 -1.31854 4.25790 0.1448
H 0.22265 -4.07642 5.28531 0.0805
H 0.00472 -2.78147 6.50283 0.0771
H 1.11682 -4.12378 6.80883 0.0848
```

F_max: 2.7 eV Å⁻¹
Structure (SMILES): Cc1c(C(=O)Nc2nncs2)sc2nc[nH]c(=O)c12.CNC(=O)[C@H](Cc1ccc(O)cc1)NC(C)=O

***

Entry 6:
Below is a 2-piece molecular cluster, C4H8O2 overall in a non-equilibrium geometry, with properties calculated with the ωB97M-V functional and the def2-TZVPD basis.

```
14
Properties=species:S:1:pos:R:3:lowdin_charge:R:1
C 0.59731 1.98776 0.82689 -0.0056
C -0.03609 0.81915 0.79155 -0.2161
C 0.59402 -0.34273 0.16728 -0.1414
C 0.29263 -1.58306 0.55690 -0.1999
O 0.70493 -2.72507 -0.05362 0.0189
H 0.24236 2.93478 1.21613 0.0515
H 1.52146 2.10927 0.29053 0.0511
H -1.00798 0.73923 1.26620 0.1029
H 1.26893 -0.23994 -0.67522 0.1161
H -0.25974 -1.80769 1.46280 0.1278
H 1.14389 -2.48079 -0.86779 0.0949
O -1.76599 -0.10292 -1.90167 -0.0572
H -2.04130 0.00078 -0.98699 0.0208
H -1.25442 0.69124 -2.09296 0.0363
```

F_max: 1.2 eV Å⁻¹
Structure (SMILES): C=C/C=C/O.O

***

Number 1: highest occupied orbital energy -8.8 eV, frontier orbital gap 9.012 eV. Number 2: highest occupied orbital energy -10.6 eV, frontier orbital gap 7.297 eV. Number 3: highest occupied orbital energy -10.5 eV, frontier orbital gap 10.420 eV. Number 4: highest occupied orbital energy -5.3 eV, frontier orbital gap 8.229 eV. Number 5: highest occupied orbital energy -8.6 eV, frontier orbital gap 8.183 eV. Number 6: highest occupied orbital energy -8.4 eV, frontier orbital gap 9.354 eV.